C13H25BrClINOP2Sc as an isolated structure. Source: the Open Molecules 2025 dataset; level of theory: wB97M-V/def2-TZVPD.

CARTESIAN COORDINATES (ANGSTROEM)
I  2.55  1.57  -3.22
Br  -3.05  4.56  1.68
Sc  0.86  0.32  -1.43
Cl  -0.39  2.14  -2.34
P  -1.45  -1.23  -1.68
P  2.29  0.70  0.70
O  0.47  -2.26  0.96
N  -0.71  1.39  0.37
C  1.92  0.50  2.47
C  -2.21  2.85  1.58
C  -2.56  -1.82  -0.34
C  -1.31  2.61  0.54
C  -1.53  -2.69  -2.78
C  -1.85  0.62  2.36
C  -2.49  1.86  2.53
C  1.88  -3.00  -0.76
C  2.41  2.52  0.57
C  4.04  0.21  0.69
C  -2.67  -0.14  -2.52
C  0.85  -2.06  -0.18
C  -1.01  0.46  1.27
H  -2.77  -1.00  0.35
H  -0.75  -2.58  -3.55
H  0.93  0.92  2.70
H  4.38  0.10  -0.35
H  1.91  -0.57  2.71
H  -2.15  0.46  -3.27
H  3.32  2.82  1.10
H  -1.12  3.39  -0.18
H  -3.45  -0.75  -2.98
H  1.53  2.99  1.02
H  2.47  2.82  -0.49
H  -3.51  -2.19  -0.76
H  1.62  -3.31  -1.79
H  -1.37  -3.61  -2.21
H  4.15  -0.75  1.23
H  4.62  1.00  1.20
H  -3.17  2.04  3.34
H  -2.06  -2.62  0.21
H  -3.11  0.55  -1.78
H  -1.98  -0.20  3.04
H  -0.54  -0.52  1.16
H  1.96  -3.86  -0.10
H  -2.52  -2.72  -3.27
H  2.89  -2.54  -0.88
H  2.68  1.01  3.07

Summary:
lowest unoccupied orbital energy (alpha / beta) = -8.7186 / -9.9395 eV
HOMO level (alpha / beta) = -14.940 / -14.939 eV
total charge = +2

=====

An isolated ion of composition C13H25FIN4O2 and charge +1. Source: the Open Molecules 2025 dataset; level of theory: wB97M-V/def2-TZVPD.

CARTESIAN COORDINATES (ANGSTROEM)
I  -3.55  -2.50  -3.82
F  -3.05  2.80  0.02
O  -3.01  0.36  1.98
O  4.51  -0.25  2.74
N  -1.05  1.44  -1.54
N  -1.12  -0.02  0.42
N  3.65  -0.15  0.54
N  -3.06  1.45  -0.25
C  -1.71  0.94  -0.50
C  -3.35  -1.82  -1.73
C  2.78  -0.96  -0.36
C  3.64  -0.63  1.92
C  0.36  1.06  -1.90
C  -1.60  0.40  1.77
C  -1.75  -1.77  -1.43
C  -3.78  0.73  0.83
C  -1.39  -1.45  0.09
C  1.47  2.05  -1.29
C  1.88  1.75  0.23
C  3.41  1.32  0.43
C  2.59  -1.72  2.48
H  -2.30  -1.78  0.72
H  1.68  -0.99  -0.02
H  1.21  1.01  0.77
H  2.66  -2.71  1.91
H  0.45  1.14  -3.04
H  -1.51  2.13  -2.14
H  -3.75  -2.64  -1.04
H  -0.54  -2.14  0.44
H  2.42  1.92  -1.92
H  -1.40  -2.86  -1.62
H  2.82  -1.98  3.57
H  -3.86  -0.81  -1.58
H  1.75  2.75  0.79
H  -1.23  -1.14  -2.21
H  4.07  1.82  -0.36
H  2.80  -0.59  -1.45
H  3.74  1.77  1.44
H  1.51  -1.36  2.41
H  -4.64  1.40  1.20
H  -1.18  1.45  1.96
H  0.53  -0.03  -1.64
H  -4.30  -0.22  0.44
H  3.13  -2.05  -0.36
H  1.13  3.14  -1.46
H  -1.07  -0.27  2.54

Summary:
lowest unoccupied orbital energy = -4.7829 eV
HOMO level = -12.038 eV
total charge = +1

=====

C13H25N4O2P2Tm as an isolated structure. Source: the Open Molecules 2025 dataset; level of theory: wB97M-V/def2-TZVPD.

CARTESIAN COORDINATES (ANGSTROEM)
Tm  -0.99  0.16  0.68
P  0.45  2.57  1.25
P  -1.47  -2.16  -0.45
O  5.92  -3.40  -2.71
O  3.43  -1.71  0.94
N  -3.13  -2.39  6.52
N  -0.65  0.93  -1.38
N  -1.93  0.17  2.98
N  -2.28  -0.30  5.39
C  -0.74  -0.05  -2.36
C  -1.14  1.89  -3.85
C  -1.09  0.51  -3.55
C  -0.73  2.30  -1.59
C  -2.38  -0.10  4.03
C  -0.30  -3.21  0.32
C  2.13  3.39  1.09
C  -2.91  -2.95  -1.25
C  -2.72  -1.47  5.90
C  -0.46  3.23  -0.37
C  -0.57  -1.47  -2.00
C  -0.54  3.35  2.61
C  -0.90  2.78  -2.86
H  5.58  -3.26  -3.53
H  0.19  4.07  -0.59
H  5.27  -3.13  -2.04
H  -0.86  3.81  -3.27
H  -1.38  3.67  -0.02
H  2.13  3.97  0.16
H  -0.64  -3.42  1.37
H  0.11  4.05  3.16
H  2.29  4.05  1.95
H  7.35  -2.30  3.20
H  0.47  -1.60  -1.94
H  2.84  2.54  1.08
H  -1.38  3.93  2.18
H  -1.42  2.18  -4.88
H  -0.92  -2.08  -2.84
H  -0.86  2.55  3.31
H  3.88  -1.36  1.78
H  3.56  -2.13  -0.05
H  -0.20  -4.17  -0.21
H  -3.16  -2.57  -2.21
H  -3.71  -2.62  -0.59
H  -1.49  -0.10  -4.39
H  -2.93  -4.01  -1.21
H  0.77  -2.90  0.15
H  -2.49  -1.19  0.11

Summary:
<S²> = 2.241
lowest unoccupied orbital energy (alpha / beta) = -0.6529 / -0.6424 eV
2S+1 = 3
HOMO level (alpha / beta) = -4.994 / -4.999 eV

=====

A 4-piece molecular cluster, C13H25N7O7S overall. Source: the Open Molecules 2025 dataset; level of theory: wB97M-V/def2-TZVPD.

CARTESIAN COORDINATES (ANGSTROEM)
S  0.00  1.59  -0.97
O  -5.40  2.51  -0.09
O  -0.80  0.77  -0.09
O  0.77  0.60  -2.01
O  1.20  2.20  0.02
O  2.60  -0.87  -3.24
O  -1.56  5.26  -1.12
O  0.95  -3.53  1.60
N  2.41  -2.72  -1.89
N  -2.98  3.49  -1.25
N  -6.95  3.46  1.26
N  -3.55  5.52  -2.17
N  -5.05  2.48  2.14
N  -0.26  -4.77  3.07
N  1.16  -5.78  1.55
C  3.07  -2.54  -0.57
C  -2.62  4.78  -1.49
C  -5.78  2.80  1.03
C  0.80  -0.80  -1.67
C  3.40  1.45  -0.68
C  3.75  0.25  1.78
C  4.81  0.30  0.89
C  4.62  0.88  -0.36
C  2.54  0.86  1.48
C  2.37  1.50  0.26
C  1.22  -3.59  -1.81
C  0.64  -4.62  2.05
C  2.02  -1.42  -2.37
H  0.58  -3.41  -2.67
H  5.40  0.91  -1.11
H  1.75  0.83  2.22
H  -0.08  -1.26  -2.10
H  -2.32  2.93  -0.74
H  3.89  -0.25  2.72
H  0.64  -3.43  -0.90
H  3.22  1.90  -1.64
H  -3.33  6.48  -2.37
H  -3.85  3.09  -1.53
H  -7.28  3.71  2.17
H  -5.34  2.71  3.07
H  1.82  -5.71  0.80
H  -0.66  -3.93  3.45
H  -4.43  5.15  -2.48
H  -7.50  3.71  0.46
H  4.10  -2.89  -0.60
H  0.89  -0.98  -0.61
H  1.52  -4.64  -1.86
H  5.78  -0.12  1.13
H  -4.19  2.00  2.00
H  2.52  -3.02  0.24
H  0.92  -6.69  1.90
H  -0.53  -5.65  3.45
H  3.10  -1.48  -0.33

Summary:
lowest unoccupied orbital energy = 0.4570 eV
HOMO level = -8.829 eV

=====

A 3-piece molecular cluster, C13H25NO11S4 overall. Source: the Open Molecules 2025 dataset; level of theory: wB97M-V/def2-TZVPD.

CARTESIAN COORDINATES (ANGSTROEM)
S  -0.86  -3.02  -0.80
S  3.03  2.90  -4.31
S  1.39  0.43  3.63
S  -0.06  -0.58  -2.24
O  2.38  1.44  3.70
O  3.01  2.65  -5.71
O  -5.11  0.92  0.14
O  1.52  2.99  -3.78
O  0.02  1.09  3.12
O  1.61  -0.79  2.93
O  3.41  4.44  -4.06
O  3.78  2.10  -3.42
O  -6.81  -0.39  0.89
O  -4.67  -1.17  0.83
O  0.89  0.07  5.11
N  1.47  -1.73  -0.39
C  -4.80  -2.21  -0.17
C  -3.47  -2.94  -0.20
C  2.53  -3.00  1.42
C  0.32  -1.73  -1.12
C  2.57  -0.95  -0.96
C  1.33  4.20  -3.04
C  1.96  -3.07  0.00
C  -0.39  0.67  5.37
C  -5.62  -0.22  0.64
C  -1.05  0.75  4.00
C  2.58  0.53  -0.53
C  2.24  5.19  -3.72
C  -2.45  -2.18  -1.04
H  -1.46  -0.21  3.70
H  -0.22  1.67  5.79
H  1.80  5.58  -4.64
H  2.31  1.20  -1.34
H  2.74  -3.43  -0.67
H  1.68  -2.80  2.06
H  -0.96  0.07  6.07
H  -4.97  -1.72  -1.13
H  -1.83  1.51  3.96
H  -3.60  -3.95  -0.57
H  1.93  0.61  0.33
H  3.59  0.79  -0.21
H  3.50  -1.36  -0.58
H  -2.40  -1.15  -0.72
H  -2.70  -2.23  -2.09
H  -5.86  1.39  -0.23
H  3.20  -2.16  1.53
H  2.64  -1.05  -2.04
H  2.98  -3.94  1.73
H  2.51  6.03  -3.08
H  1.19  -3.84  0.02
H  -3.11  -3.02  0.82
H  0.29  4.49  -3.07
H  1.63  4.02  -2.01
H  -5.61  -2.87  0.09

Summary:
lowest unoccupied orbital energy = 0.2795 eV
HOMO level = -7.977 eV

=====

C13H25NO5 as an isolated structure. Source: the Open Molecules 2025 dataset; level of theory: wB97M-V/def2-TZVPD.

CARTESIAN COORDINATES (ANGSTROEM)
O  1.20  -1.89  2.04
O  1.27  2.37  -0.75
O  -2.64  -1.04  1.68
O  -0.90  -3.47  1.79
O  -0.39  2.81  0.32
N  0.27  0.66  0.54
C  -0.87  0.35  1.50
C  2.14  -0.96  1.28
C  0.36  1.91  -0.05
C  -2.83  -2.08  2.32
C  1.36  3.43  -1.39
C  -1.79  -0.65  0.93
C  1.30  -3.11  1.39
C  0.34  -4.00  2.09
C  0.43  3.50  -2.44
C  -0.47  2.85  -4.65
C  0.55  2.56  -3.57
C  -1.53  -2.88  2.81
C  1.46  -0.32  0.05
H  -3.66  -2.24  3.01
H  2.30  -0.02  2.03
H  -1.16  1.37  1.89
H  -0.33  2.24  -5.59
H  0.51  -1.16  -0.51
H  -1.40  -1.48  0.58
H  2.39  -3.82  1.45
H  0.56  -5.15  1.66
H  -0.56  3.68  -1.88
H  -0.31  4.08  -5.05
H  -3.29  -2.85  1.23
H  0.72  1.78  -3.27
H  2.95  -1.43  0.75
H  -2.04  -3.53  3.57
H  -1.02  -2.08  3.15
H  1.06  -3.23  0.16
H  0.44  -4.13  3.00
H  1.52  2.89  -3.92
H  2.04  0.13  -0.77
H  -2.19  -0.10  0.03
H  -0.07  -0.28  2.31
H  1.17  4.31  -0.60
H  2.22  3.50  -1.89
H  -1.59  2.76  -4.34
H  0.50  4.70  -2.88

Summary:
lowest unoccupied orbital energy = 0.6457 eV
HOMO level = -8.500 eV

=====

A 2-piece molecular cluster, C13H25NO5P overall. Source: the Open Molecules 2025 dataset; level of theory: wB97M-V/def2-TZVPD.

CARTESIAN COORDINATES (ANGSTROEM)
P  -1.52  -4.64  -1.46
O  0.70  3.36  -0.70
O  -2.07  -4.05  0.11
O  -2.18  -3.25  -2.26
O  1.18  1.98  1.99
O  0.44  5.11  1.81
N  2.93  -2.67  -0.96
C  -3.45  -3.73  -0.10
C  -0.43  5.07  0.68
C  -0.45  3.68  0.07
C  -3.45  -3.06  -1.59
C  0.56  0.75  2.34
C  1.01  6.38  2.01
C  0.19  -3.85  -1.30
C  1.80  -1.96  -1.15
C  1.92  3.17  0.01
C  0.43  -2.39  -1.32
C  1.97  1.88  0.81
C  1.44  -4.59  -1.12
C  2.75  -4.02  -0.96
H  -3.70  -1.98  -1.46
H  -1.17  -5.20  -2.74
H  1.75  6.29  2.81
H  -2.84  -5.26  -1.52
H  1.32  0.02  2.64
H  -4.15  -4.60  0.03
H  2.16  4.03  0.63
H  1.94  -0.85  -1.16
H  1.63  1.05  0.18
H  -1.43  5.34  1.02
H  -0.03  0.36  1.51
H  -0.41  -1.67  -1.46
H  3.64  -4.66  -0.81
H  -1.07  -5.86  -0.79
H  -0.10  5.79  -0.08
H  3.00  1.68  1.13
H  0.24  7.10  2.32
H  -1.29  3.64  -0.64
H  -0.65  2.91  0.81
H  1.36  -5.71  -1.09
H  -4.18  -3.46  -2.33
H  -3.88  -2.92  0.55
H  1.52  6.73  1.11
H  -0.11  0.94  3.18
H  2.70  3.11  -0.76

Summary:
lowest unoccupied orbital energy = 2.4883 eV
HOMO level = -4.636 eV
total charge = -1

=====

A 2-piece molecular cluster, C13H26BCl2N4O4 overall. Source: the Open Molecules 2025 dataset; level of theory: wB97M-V/def2-TZVPD.

CARTESIAN COORDINATES (ANGSTROEM)
Cl  0.48  1.26  5.80
Cl  -1.52  3.85  6.77
O  -2.51  0.30  1.69
O  -0.19  -5.04  -1.98
O  3.61  0.45  -1.97
O  -1.07  1.56  -1.19
N  2.24  1.37  0.44
N  -1.68  -1.63  -1.29
N  0.02  1.36  -0.45
N  -0.67  -0.99  2.81
C  -0.87  1.97  4.88
C  -0.99  3.47  5.11
C  3.21  1.72  -2.67
C  2.68  0.23  -3.29
C  -1.56  -2.87  -2.10
C  -0.41  -3.76  -1.36
C  0.93  -2.81  -1.38
C  1.40  1.79  -0.67
C  1.96  2.62  -1.89
C  1.46  0.74  1.49
C  0.05  0.70  0.84
C  -2.37  -0.51  -2.01
C  -1.21  0.61  -2.28
B  -1.09  0.01  1.76
H  -1.79  1.45  5.16
H  -1.26  -2.68  -3.20
H  3.26  1.57  0.49
H  0.13  -1.49  2.40
H  -2.87  -0.84  -3.00
H  2.40  -0.72  -2.73
H  -1.59  1.21  -3.19
H  -0.26  0.03  -2.55
H  0.70  -5.32  -1.65
H  -2.53  -3.49  -2.13
H  -1.74  3.89  4.44
H  0.85  -2.06  -0.50
H  -2.95  -0.54  1.44
H  -0.05  3.98  4.93
H  1.59  0.66  -3.17
H  -0.75  -3.81  -0.26
H  0.82  -2.15  -2.33
H  4.01  2.33  -3.31
H  -0.68  1.78  3.83
H  2.55  3.53  -1.47
H  1.21  2.90  -2.70
H  -3.12  -0.05  -1.27
H  1.76  0.33  2.51
H  -2.08  -1.80  -0.36
H  1.90  -3.41  -1.35
H  -1.43  -1.70  2.93

Summary:
lowest unoccupied orbital energy = -3.9843 eV
HOMO level = -12.155 eV
total charge = +1

=====

A 2-piece molecular cluster, C13H26BClF4O5P overall. Source: the Open Molecules 2025 dataset; level of theory: wB97M-V/def2-TZVPD.

CARTESIAN COORDINATES (ANGSTROEM)
Cl  -0.33  -2.35  1.55
P  -3.48  0.52  -0.53
F  3.50  4.17  0.92
F  -0.74  -3.90  -1.99
F  5.09  3.10  -0.10
F  3.01  2.62  -0.52
O  3.90  2.25  2.74
O  4.00  0.72  1.08
O  -2.68  0.41  0.85
O  -4.89  0.91  -0.39
O  -2.71  1.66  -1.36
C  3.91  1.93  1.59
C  0.11  -1.62  -3.45
C  3.86  2.97  0.45
C  -2.47  -2.16  -0.44
C  2.65  -0.75  2.47
C  -1.80  1.14  2.93
C  4.04  -0.38  2.03
C  -0.38  2.12  -0.78
C  0.91  -2.23  -2.29
C  -3.18  -1.09  -1.29
C  -1.35  1.58  -1.81
C  0.05  -2.94  -1.25
C  -2.81  1.43  1.84
B  -0.86  -1.97  -0.29
H  4.51  -1.19  1.47
H  -2.71  -3.13  -0.88
H  2.69  -1.63  3.12
H  -0.54  -0.81  -0.46
H  -2.08  1.64  3.86
H  0.22  -2.20  -4.36
H  -0.80  1.47  2.64
H  0.41  -0.60  -3.67
H  -1.75  0.06  3.10
H  -0.96  -1.61  -3.21
H  1.67  -2.91  -2.68
H  0.71  -3.56  -0.63
H  -0.41  1.53  0.13
H  2.01  -1.00  1.63
H  2.19  0.06  3.03
H  4.69  -0.10  2.85
H  -1.32  2.17  -2.72
H  -4.20  -1.39  -1.54
H  1.45  -1.44  -1.75
H  -1.10  0.54  -2.05
H  -0.59  3.16  -0.56
H  -2.67  -0.92  -2.24
H  -2.63  2.41  1.38
H  0.64  2.05  -1.18
H  -2.92  -2.15  0.56
H  -3.84  1.43  2.22

Summary:
lowest unoccupied orbital energy = 2.6701 eV
HOMO level = -5.689 eV
total charge = -1

=====

A 6-piece molecular cluster, C13H26Cl10N2O2 overall. Source: the Open Molecules 2025 dataset; level of theory: wB97M-V/def2-TZVPD.

CARTESIAN COORDINATES (ANGSTROEM)
Cl  -1.87  0.70  -4.59
Cl  -0.39  -4.55  3.07
Cl  4.47  -2.20  -4.47
Cl  1.52  -2.44  -6.17
Cl  1.28  -4.32  0.73
Cl  -0.79  -6.57  1.03
Cl  1.74  -6.43  2.58
Cl  -1.82  -1.41  7.42
Cl  0.68  -1.17  3.90
Cl  -2.18  3.23  -2.82
O  0.61  4.42  3.60
O  0.91  0.30  -1.83
N  -0.75  -0.50  -0.44
N  0.19  3.17  1.74
C  0.35  1.85  2.32
C  0.42  -5.48  1.83
C  -0.28  0.19  -1.44
C  2.85  -1.84  -3.67
C  -2.04  -0.33  0.03
C  0.45  4.32  2.39
C  1.82  -1.30  -4.74
C  -0.03  -0.78  5.51
C  -1.32  -1.58  5.70
C  -0.67  2.05  -4.74
C  0.09  -1.37  0.38
C  -0.09  3.17  0.28
C  -1.36  3.35  -4.39
H  0.98  -1.73  -0.14
H  -1.06  -2.63  5.59
H  -2.62  0.44  -0.49
H  2.12  -0.37  -5.22
H  0.73  1.84  3.34
H  0.76  -1.06  6.21
H  -0.72  1.66  2.36
H  2.45  -2.73  -3.18
H  -0.41  -2.27  0.75
H  -0.23  2.07  -5.74
H  -2.09  -0.06  1.09
H  -2.58  -1.28  0.09
H  -0.68  4.20  -4.36
H  0.34  5.12  1.65
H  0.87  1.16  1.65
H  2.92  -1.03  -2.94
H  -1.01  2.68  -0.05
H  -0.20  0.29  5.57
H  0.86  -1.13  -4.24
H  0.62  2.52  -0.22
H  0.48  -0.88  1.27
H  -1.15  0.70  -1.88
H  0.15  1.69  -4.13
H  -2.11  3.56  -5.16
H  -0.04  4.19  -0.09
H  -2.17  -1.42  5.05

Summary:
lowest unoccupied orbital energy = -0.3275 eV
HOMO level = -9.328 eV